{"formula": "C78H183N5O16", "method": "the ωB97M-V functional and the def2-TZVPD basis", "homo_ev": -8.235, "relative_energy_kj_mol": 57.5, "gap_ev": 8.60, "total_charge": 0, "spin_multiplicity": 1, "total_energy_ev": -124056.296, "species": ["C", "C", "C", "O", "H", "H", "H", "H", "H", "H", "H", "H", "C", "C", "C", "O", "H", "H", "H", "H", "H", "H", "H", "H", "C", "C", "C", "O", "H", "H", "H", "H", "H", "H", "H", "H", "C", "C", "C", "O", "H", "H", "H", "H", "H", "H", "H", "H", "C", "C", "C", "O", "H", "H", "H", "H", "H", "H", "H", "H", "C", "C", "C", "O", "H", "H", "H", "H", "H", "H", "H", "H", "C", "C", "C", "O", "H", "H", "H", "H", "H", "H", "H", "H", "C", "C", "C", "O", "H", "H", "H", "H", "H", "H", "H", "H", "C", "C", "C", "O", "H", "H", "H", "H", "H", "H", "H", "H", "C", "C", "C", "O", "H", "H", "H", "H", "H", "H", "H", "H", "C", "C", "C", "O", "H", "H", "H", "H", "H", "H", "H", "H", "C", "C", "C", "C", "C", "C", "N", "O", "C", "C", "C", "H", "H", "H", "H", "H", "H", "H", "H", "H", "H", "H", "H", "H", "H", "H", "H", "H", "H", "H", "C", "C", "C", "C", "C", "C", "N", "O", "C", "C", "C", "H", "H", "H", "H", "H", "H", "H", "H", "H", "H", "H", "H", "H", "H", "H", "H", "H", "H", "H", "C", "C", "C", "C", "C", "C", "N", "O", "C", "C", "C", "H", "H", "H", "H", "H", "H", "H", "H", "H", "H", "H", "H", "H", "H", "H", "H", "H", "H", "H", "C", "C", "C", "C", "C", "C", "N", "O", "C", "C", "C", "H", "H", "H", "H", "H", "H", "H", "H", "H", "H", "H", "H", "H", "H", "H", "H", "H", "H", "H", "C", "C", "C", "C", "C", "C", "N", "O", "C", "C", "C", "H", "H", "H", "H", "H", "H", "H", "H", "H", "H", "H", "H", "H", "H", "H", "H", "H", "H", "H"], "xyz": [[-3.707, -3.289, -2.154], [-2.465, -4.085, -2.513], [-2.717, -5.499, -3.076], [-1.749, -3.336, -3.479], [-4.149, -2.848, -3.013], [-3.491, -2.463, -1.412], [-4.429, -3.945, -1.663], [-1.816, -4.190, -1.648], [-3.245, -6.177, -2.455], [-1.767, -5.954, -3.379], [-3.357, -5.353, -3.946], [-0.825, -3.557, -3.564], [5.725, 1.077, -1.759], [6.341, 2.453, -1.730], [7.771, 2.523, -1.352], [6.433, 2.980, -3.055], [5.526, 0.630, -0.794], [6.262, 0.387, -2.338], [4.643, 1.201, -2.139], [5.665, 3.047, -1.021], [8.405, 1.958, -2.097], [7.995, 2.243, -0.345], [8.007, 3.566, -1.491], [5.578, 3.202, -3.456], [-6.512, -1.858, 0.642], [-5.478, -0.743, 0.556], [-6.191, 0.547, 0.316], [-4.768, -0.768, 1.779], [-6.972, -2.179, -0.243], [-7.325, -1.513, 1.251], [-6.155, -2.807, 1.118], [-4.725, -1.026, -0.253], [-5.411, 1.304, 0.317], [-6.953, 0.725, 1.054], [-6.674, 0.400, -0.696], [-4.523, 0.132, 2.067], [2.573, 0.422, -5.291], [1.560, 1.316, -6.017], [0.196, 1.139, -5.374], [1.941, 2.709, -5.897], [2.648, 0.607, -4.205], [3.507, 0.615, -5.748], [2.329, -0.653, -5.368], [1.450, 0.995, -7.052], [0.301, 1.370, -4.267], [-0.086, 0.077, -5.488], [-0.550, 1.834, -5.840], [2.453, 2.969, -6.683], [-3.086, -3.861, 1.517], [-3.702, -3.836, 2.948], [-2.899, -4.722, 3.823], [-3.630, -2.551, 3.476], [-3.804, -3.277, 0.921], [-3.120, -4.867, 1.117], [-2.167, -3.317, 1.372], [-4.718, -4.286, 2.900], [-3.256, -4.585, 4.809], [-1.795, -4.614, 3.846], [-3.104, -5.743, 3.525], [-4.105, -1.960, 2.875], [-0.489, 5.764, 2.194], [-1.792, 5.414, 1.518], [-2.620, 6.628, 1.250], [-1.536, 4.757, 0.299], [-0.825, 6.209, 3.131], [0.049, 6.498, 1.675], [0.064, 4.879, 2.287], [-2.318, 4.741, 2.233], [-3.606, 6.619, 0.866], [-2.051, 7.258, 0.598], [-2.735, 7.277, 2.128], [-2.247, 4.909, -0.398], [-4.572, 1.350, 5.585], [-4.888, 2.155, 4.340], [-4.531, 3.586, 4.489], [-4.097, 1.587, 3.296], [-5.069, 1.695, 6.512], [-3.484, 1.506, 5.615], [-4.833, 0.281, 5.494], [-5.931, 2.008, 4.067], [-5.239, 4.163, 5.109], [-4.498, 4.055, 3.506], [-3.536, 3.689, 4.903], [-3.133, 1.657, 3.418], [-0.372, 2.968, 5.636], [-0.320, 1.837, 4.546], [-0.501, 0.424, 5.136], [-1.326, 2.145, 3.568], [0.626, 2.967, 6.119], [-1.196, 2.818, 6.415], [-0.515, 3.954, 5.168], [0.715, 1.932, 4.145], [-0.058, 0.342, 6.118], [-0.027, -0.352, 4.509], [-1.597, 0.217, 5.285], [-0.869, 2.061, 2.700], [-3.262, 5.140, -4.300], [-2.503, 4.758, -3.064], [-1.017, 4.720, -3.364], [-2.810, 5.546, -1.961], [-2.986, 6.152, -4.473], [-4.347, 5.173, -4.204], [-3.020, 4.504, -5.144], [-2.693, 3.673, -2.744], [-0.411, 4.296, -2.592], [-0.742, 5.773, -3.501], [-0.944, 4.287, -4.354], [-3.776, 5.382, -1.800], [-7.212, 4.276, -0.266], [-6.348, 4.072, -1.510], [-7.314, 3.487, -2.542], [-5.687, 5.333, -1.826], [-6.668, 4.800, 0.484], [-7.527, 3.324, 0.137], [-8.089, 4.815, -0.635], [-5.559, 3.381, -1.273], [-8.173, 4.119, -2.818], [-7.835, 2.597, -2.064], [-6.970, 3.031, -3.458], [-6.388, 5.931, -2.161], [2.577, 5.050, -2.052], [3.466, 5.473, -3.285], [4.728, 6.053, -2.726], [3.883, 4.247, -4.014], [1.656, 4.643, -2.414], [2.319, 5.843, -1.357], [3.174, 4.291, -1.535], [2.846, 6.109, -3.858], [5.068, 5.313, -1.961], [4.606, 6.937, -2.187], [5.549, 6.093, -3.440], [3.107, 3.972, -4.601], [1.557, -4.407, 2.283], [1.881, -4.225, 3.772], [1.283, -2.938, 4.218], [1.358, -2.730, 5.761], [0.661, -3.907, 6.485], [1.169, -5.294, 6.017], [1.148, -5.309, 4.529], [1.681, -6.597, 4.107], [2.484, -5.582, 6.656], [0.157, -6.413, 6.398], [3.385, -4.203, 3.901], [0.547, -4.144, 2.251], [1.773, -5.424, 1.925], [2.052, -3.662, 1.673], [1.822, -2.157, 3.717], [0.265, -2.867, 3.846], [1.030, -1.756, 6.067], [2.383, -2.780, 6.040], [-0.429, -3.920, 6.249], [0.735, -3.821, 7.572], [2.963, -4.660, 6.973], [2.368, -6.200, 7.549], [3.159, -6.075, 5.931], [-0.766, -6.071, 5.934], [0.472, -7.367, 5.978], [0.084, -6.458, 7.506], [3.876, -5.075, 3.637], [3.747, -3.882, 4.946], [3.736, -3.336, 3.282], [0.960, -6.950, 3.595], [-4.472, -2.859, -5.760], [-4.280, -1.608, -6.596], [-5.627, -1.336, -7.384], [-6.584, -0.703, -6.301], [-5.980, 0.599, -5.828], [-4.698, 0.355, -4.966], [-3.789, -0.435, -5.825], [-2.625, -0.749, -5.112], [-4.065, 1.742, -4.819], [-5.026, -0.185, -3.574], [-3.273, -1.931, -7.739], [-3.574, -3.220, -5.295], [-4.813, -3.626, -6.444], [-5.149, -2.797, -4.994], [-5.456, -0.617, -8.233], [-6.092, -2.288, -7.765], [-6.819, -1.481, -5.588], [-7.495, -0.566, -6.852], [-6.644, 1.116, -5.139], [-5.699, 1.267, -6.675], [-3.148, 1.787, -4.258], [-3.738, 2.152, -5.830], [-4.725, 2.471, -4.343], [-4.236, -0.336, -2.877], [-5.793, 0.490, -3.187], [-5.573, -1.182, -3.625], [-3.423, -2.947, -8.236], [-2.263, -1.950, -7.352], [-3.361, -1.178, -8.541], [-2.739, -1.504, -4.505], [3.475, 2.625, 4.131], [4.941, 2.659, 3.780], [5.695, 3.013, 5.107], [5.757, 1.668, 5.898], [6.427, 0.596, 5.087], [5.637, 0.223, 3.838], [5.498, 1.508, 3.062], [4.904, 1.354, 1.784], [6.580, -0.649, 3.034], [4.368, -0.582, 4.092], [5.174, 3.944, 2.957], [2.784, 2.607, 3.270], [3.084, 3.487, 4.703], [3.221, 1.719, 4.686], [6.706, 3.316, 4.888], [5.174, 3.775, 5.688], [4.747, 1.256, 6.054], [6.243, 1.681, 6.903], [6.632, -0.330, 5.676], [7.398, 0.853, 4.615], [6.803, -1.486, 3.662], [6.211, -1.059, 2.073], [7.514, -0.187, 2.872], [3.566, -0.164, 4.730], [3.923, -0.895, 3.115], [4.629, -1.547, 4.595], [4.592, 3.919, 2.018], [6.282, 4.043, 2.794], [4.849, 4.795, 3.592], [3.985, 1.205, 1.985], [3.840, -2.493, 0.041], [3.959, -3.329, -1.258], [4.908, -2.633, -2.231], [5.333, -3.546, -3.395], [6.043, -4.769, -2.861], [5.127, -5.543, -1.864], [4.636, -4.578, -0.870], [3.860, -5.266, 0.086], [4.035, -6.409, -2.546], [5.955, -6.600, -0.993], [2.533, -3.532, -1.866], [3.006, -2.828, 0.569], [3.787, -1.450, -0.178], [4.754, -2.662, 0.642], [4.414, -1.747, -2.677], [5.719, -2.319, -1.656], [5.955, -2.946, -4.022], [4.435, -3.843, -3.945], [6.954, -4.374, -2.295], [6.353, -5.504, -3.587], [4.578, -7.195, -3.099], [3.444, -6.980, -1.862], [3.425, -5.768, -3.136], [6.407, -7.348, -1.578], [6.589, -5.957, -0.308], [5.209, -7.261, -0.353], [1.833, -3.971, -1.122], [2.502, -4.176, -2.768], [2.074, -2.563, -2.047], [4.101, -4.865, 0.921], [1.485, 0.003, 1.039], [1.185, 1.117, -0.061], [1.377, 0.583, -1.470], [0.357, -0.429, -1.832], [-1.039, 0.129, -1.638], [-1.336, 0.773, -0.244], [-0.197, 1.651, -0.063], [-0.427, 2.312, 1.154], [-2.632, 1.670, -0.362], [-1.646, -0.398, 0.796], [2.082, 2.352, 0.307], [2.523, -0.049, 1.188], [1.212, -1.001, 0.774], [1.067, 0.310, 2.018], [1.274, 1.451, -2.064], [2.374, 0.230, -1.542], [0.520, -1.249, -1.091], [0.594, -0.726, -2.824], [-1.744, -0.698, -1.884], [-1.151, 0.863, -2.439], [-3.491, 1.074, -0.742], [-2.866, 2.104, 0.592], [-2.346, 2.542, -0.954], [-2.754, -0.589, 0.750], [-1.201, -1.422, 0.610], [-1.487, -0.092, 1.856], [3.135, 2.197, 0.064], [2.026, 2.581, 1.402], [1.755, 3.230, -0.279], [-0.823, 3.151, 0.830]], "forces_ev_per_angstrom": [[0.56, 0.04, 1.79], [0.59, -0.85, 0.34], [0.08, 1.26, -0.92], [-0.57, 1.11, -0.73], [-0.41, 0.27, -0.84], [0.01, -0.82, -0.87], [-0.07, 0.04, -0.08], [-0.05, 0.04, 0.48], [-0.37, -0.47, 1.05], [-0.20, 0.08, 0.00], [0.15, -0.19, -0.34], [0.31, -0.40, 0.27], [-2.93, 0.81, 0.24], [-1.17, 0.04, -0.06], [1.15, -0.16, -0.51], [-0.70, 0.29, -0.27], [0.46, 0.09, 0.66], [0.73, -0.90, -1.09], [1.53, -0.29, -0.02], [1.00, -0.15, -0.95], [-0.73, 0.38, 0.88], [0.12, -0.38, 0.66], [0.53, 0.40, 0.15], [-0.15, -0.08, 0.33], [0.64, -1.08, 1.61], [0.42, -2.09, -0.32], [0.49, -0.35, -1.82], [-0.18, 0.64, 0.25], [-0.33, -0.08, -1.80], [-0.45, 0.20, 0.61], [0.14, 0.91, -0.27], [-0.89, 0.74, 0.51], [-0.42, 0.63, -0.20], [-0.21, 0.14, 0.40], [0.44, 0.74, 0.93], [-0.03, -0.06, 0.23], [-0.77, -0.33, 0.25], [-0.50, -0.30, 1.36], [-0.06, 0.58, 0.70], [0.19, -0.19, -0.71], [-0.14, 0.40, -0.44], [1.32, -0.11, -0.24], [0.03, 0.45, -0.31], [0.38, 0.29, -0.31], [-0.34, -0.18, -1.21], [-0.27, 0.60, 0.09], [0.45, -0.79, 0.48], [-0.24, -0.24, 0.41], [-2.39, 0.74, -0.05], [1.73, -0.28, -1.39], [0.83, -1.00, 0.21], [-0.42, 0.24, 0.38], [0.10, -0.16, -0.28], [0.45, -0.25, -0.15], [0.65, -0.29, 0.50], [0.13, 0.59, -0.01], [-0.27, -0.06, 1.29], [-0.57, 0.41, -0.34], [0.05, -0.46, 0.07], [-0.05, 0.32, -0.07], [-2.09, 0.42, 0.41], [-1.05, -0.43, 0.31], [0.60, 1.97, 1.20], [-0.30, -0.80, -0.96], [0.58, -0.26, 0.44], [0.86, 1.01, -0.99], [1.05, -1.14, 0.57], [0.06, 0.04, -0.46], [-1.02, -1.04, -0.64], [0.40, 0.40, -0.80], [0.17, -0.39, 0.30], [1.17, 0.11, 0.87], [-0.01, -0.04, 0.50], [0.23, -1.21, 0.17], [-0.38, 1.34, 0.01], [-0.60, -0.47, -1.23], [0.37, 0.19, -0.46], [-0.17, -0.53, 0.82], [0.33, 0.43, -0.27], [-0.08, 0.12, -0.36], [0.24, -0.32, -0.10], [-0.11, 0.07, -0.09], [0.29, 0.00, 0.22], [0.00, 0.36, 0.51], [-0.27, -0.79, 0.43], [-0.07, 0.96, 1.28], [-0.86, 0.14, -0.40], [0.94, -0.54, 0.08], [-0.66, 0.09, 0.15], [1.11, 0.08, -1.03], [0.03, -0.40, 0.02], [-0.75, -0.16, -0.36], [0.32, 0.15, 0.35], [-0.50, 0.31, 0.08], [1.00, 0.04, -0.37], [-0.60, 0.03, -0.03], [-0.64, -0.07, 0.16], [0.46, -3.70, 0.21], [-0.90, 1.98, -0.60], [-1.40, 0.52, 0.93], [0.39, 1.02, -0.68], [-0.07, -0.33, 0.34], [0.14, 0.00, -0.13], [-0.39, 1.03, -0.69], [0.24, -0.53, 0.31], [0.42, 0.00, 0.09], [0.58, -0.57, 0.08], [0.75, 0.65, -0.18], [-0.01, -0.14, -0.93], [-0.84, 0.41, 0.38], [-1.11, -1.42, 0.12], [-1.13, -0.56, -0.59], [0.27, 0.63, 0.63], [-0.16, -0.28, 0.09], [-0.08, 0.19, 0.62], [0.52, -0.31, -0.18], [0.49, 0.33, 0.23], [0.66, 0.97, -0.15], [0.83, 0.33, -0.37], [0.70, -0.30, 0.25], [1.21, -0.24, -1.04], [-0.02, -2.04, 1.98], [1.10, -2.25, -0.04], [-2.22, 0.99, -0.65], [-0.52, -0.51, -0.10], [0.22, 0.37, -0.05], [-0.37, 0.05, 0.06], [-0.18, 0.78, -1.26], [-0.03, 0.42, -0.49], [-0.35, 1.72, 0.54], [-0.15, 0.35, -0.17], [1.43, 0.18, 1.19], [0.72, -0.42, 0.74], [0.04, -1.65, -0.07], [-0.37, 0.88, 1.38], [-0.50, -1.59, -0.86], [-1.35, 0.01, -0.89], [-1.00, -0.20, -0.21], [0.62, 0.18, -0.63], [0.35, 0.91, 0.39], [1.63, -0.33, -0.22], [0.32, 1.27, 0.38], [0.49, 3.44, 2.09], [-1.95, -0.22, -0.66], [-0.13, 0.45, 0.00], [0.28, -0.12, 0.13], [0.39, 0.71, -0.27], [-0.40, -0.05, 0.22], [-0.56, 0.36, 0.13], [1.13, 0.13, 0.24], [0.54, 0.38, 0.13], [0.16, -0.10, -0.06], [0.26, 0.08, 0.05], [0.07, -0.06, -0.14], [-0.26, 0.00, 0.61], [-0.40, -0.46, 0.23], [-0.03, 0.06, 0.22], [-0.19, -0.11, -0.69], [0.84, -1.85, -0.63], [-0.56, -0.77, -1.36], [-0.10, -0.89, 0.14], [-0.38, -0.24, -0.26], [1.25, -0.51, -1.65], [-0.22, -0.64, -1.80], [-0.05, 0.78, 1.89], [0.41, -0.45, -2.63], [0.58, -0.48, 1.07], [0.32, 0.57, -1.21], [-0.64, -0.12, -0.25], [0.75, -0.04, 0.00], [0.68, 0.95, -1.29], [-2.29, -1.52, -0.94], [0.05, -0.64, -0.33], [0.78, -0.13, -0.02], [-0.06, -0.39, -0.02], [-2.00, 0.47, 1.77], [-0.20, -0.68, 0.84], [0.81, 0.85, 0.27], [0.19, 0.18, 0.71], [-0.84, 0.54, 0.01], [-0.34, 0.32, -0.22], [-0.36, -0.54, 0.52], [0.46, -0.51, 0.56], [-0.75, -0.57, 1.04], [-0.24, -0.13, -0.10], [0.92, 0.31, 0.35], [0.26, 0.12, 0.43], [0.63, 1.05, -0.09], [-0.22, 1.21, 0.84], [0.34, 0.14, 0.03], [0.22, -0.19, 0.42], [-0.32, 0.01, -0.14], [-1.96, -0.70, -0.14], [0.33, 2.71, 0.20], [-0.17, -3.03, 0.43], [0.21, 0.02, 0.86], [0.87, -0.77, -0.68], [-0.02, 0.58, -1.16], [0.57, -0.01, 1.23], [0.56, -0.06, 0.71], [-0.86, -1.18, -0.59], [-0.80, -1.18, 0.00], [0.49, -0.05, -0.19], [0.51, -0.07, -0.09], [0.69, -0.24, -0.08], [-0.06, 0.25, 0.16], [0.38, 0.27, -0.10], [-0.03, 0.02, -0.34], [0.10, 0.54, 0.30], [-0.35, 0.53, -0.65], [-0.36, 0.59, -0.29], [-0.21, 0.49, 0.91], [0.13, -0.88, 0.34], [-0.11, 0.48, 0.50], [0.95, 0.89, -0.42], [0.53, 0.11, -0.43], [0.13, 0.34, 0.63], [0.03, 0.70, -0.39], [0.49, 0.21, 0.30], [-1.12, -0.01, -0.25], [0.09, -0.35, -0.55], [-1.03, -0.19, -0.21], [1.90, -0.66, -1.14], [-0.56, -0.36, -0.21], [-1.91, -0.54, -1.41], [-0.70, -0.03, 0.76], [0.34, 0.07, 1.85], [0.36, -1.49, 1.40], [0.53, 0.40, -0.10], [-0.76, -0.24, -0.17], [1.65, 0.11, -0.17], [-2.32, 1.33, 1.95], [-0.25, -0.35, 0.63], [-1.25, -0.12, 0.90], [-0.25, 0.80, -0.18], [-0.35, 0.12, -0.19], [0.15, -0.24, 0.45], [1.69, 0.64, 0.73], [0.51, 0.15, -0.76], [0.09, 0.12, -0.19], [-0.97, -0.83, -0.59], [0.25, 0.05, -0.54], [-0.35, 0.53, -0.43], [-0.48, 0.14, 0.78], [-0.59, -0.09, -0.93], [1.32, -0.45, -0.95], [-0.28, -1.32, -0.79], [1.39, 1.75, -1.03], [0.64, -0.14, -0.28], [0.06, 0.67, 0.48], [0.20, 0.21, -0.45], [0.21, 0.01, 0.33], [-1.29, 1.52, -0.19], [0.07, -0.15, 1.73], [0.21, 1.01, 1.43], [0.12, -0.57, 2.34], [-0.84, -0.60, -0.80], [-0.70, -1.92, -1.40], [-0.02, -0.39, 0.61], [0.03, 1.07, 0.21], [1.26, -0.73, -0.19], [-0.74, 0.03, 0.11], [-0.38, -0.17, -0.16], [1.68, 0.10, 0.07], [-0.60, -0.36, -0.05], [-0.11, -0.29, -0.49], [0.05, 1.04, -1.18], [1.13, -0.54, -0.30], [-0.27, -0.02, -0.96], [-0.40, -0.74, -0.95], [0.06, 0.58, 0.35], [-0.36, 0.34, 0.13], [0.65, 0.53, 0.00], [-0.39, -0.13, 0.75], [-0.36, -0.27, -0.54], [1.07, 0.20, -0.08], [0.06, 1.39, 0.05], [0.17, -0.22, -0.68], [0.01, -0.29, -0.09], [-0.14, -0.16, -1.04], [0.00, -0.37, 0.45], [0.09, 0.20, 0.31]], "lowdin_charge": [-0.04, -0.47, -0.03, -0.06, 0.03, 0.08, 0.09, 0.13, 0.06, 0.08, 0.07, 0.09, -0.06, -0.51, -0.07, -0.07, 0.06, 0.06, 0.09, 0.15, 0.11, 0.07, 0.07, 0.05, -0.04, -0.50, -0.05, -0.09, 0.06, 0.07, 0.09, 0.12, 0.06, 0.08, 0.10, 0.07, -0.05, -0.47, -0.06, -0.07, 0.07, 0.06, 0.09, 0.13, 0.08, 0.08, 0.09, 0.10, -0.04, -0.52, -0.08, -0.04, 0.05, 0.08, 0.06, 0.14, 0.07, 0.08, 0.08, 0.04, -0.03, -0.50, -0.05, -0.08, 0.09, 0.07, 0.06, 0.13, 0.06, 0.08, 0.09, 0.08, -0.04, -0.49, -0.06, -0.09, 0.09, 0.06, 0.09, 0.14, 0.09, 0.07, 0.07, 0.06, -0.05, -0.44, -0.04, -0.10, 0.07, 0.09, 0.07, 0.11, 0.06, 0.06, 0.09, 0.04, -0.05, -0.53, -0.03, -0.06, 0.08, 0.07, 0.07, 0.13, 0.05, 0.10, 0.08, 0.08, -0.05, -0.44, -0.06, -0.07, 0.07, 0.07, 0.09, 0.12, 0.09, 0.10, 0.04, 0.12, -0.04, -0.41, -0.06, -0.09, 0.04, 0.09, 0.06, 0.12, 0.08, 0.06, 0.09, 0.09, -0.01, -0.51, -0.14, -0.13, -0.11, -0.53, -0.05, -0.04, -0.04, -0.03, -0.03, 0.05, 0.10, 0.05, 0.10, 0.12, 0.08, 0.07, 0.12, 0.12, 0.07, 0.09, 0.09, 0.07, 0.08, 0.09, 0.06, 0.10, 0.08, 0.09, -0.04, -0.48, -0.11, -0.18, -0.13, -0.50, -0.08, -0.03, -0.05, -0.01, -0.04, 0.06, 0.09, 0.03, 0.12, 0.13, 0.10, 0.09, 0.10, 0.13, 0.06, 0.11, 0.07, 0.05, 0.07, 0.09, 0.10, 0.07, 0.08, 0.06, -0.05, -0.52, -0.11, -0.17, -0.16, -0.51, -0.07, -0.02, -0.04, -0.03, -0.04, 0.06, 0.10, 0.05, 0.11, 0.12, 0.10, 0.12, 0.14, 0.13, 0.08, 0.09, 0.07, 0.07, 0.08, 0.09, 0.08, 0.10, 0.09, 0.04, -0.02, -0.47, -0.13, -0.17, -0.12, -0.48, -0.11, -0.04, -0.03, -0.04, 0.00, 0.02, 0.06, 0.10, 0.12, 0.10, 0.10, 0.11, 0.14, 0.11, 0.09, 0.07, 0.04, 0.04, 0.10, 0.11, 0.09, 0.07, 0.05, 0.08, 0.00, -0.41, -0.16, -0.19, -0.11, -0.42, -0.07, -0.08, 0.00, 0.01, 0.00, 0.03, 0.06, 0.09, 0.10, 0.10, 0.10, 0.09, 0.11, 0.11, 0.08, 0.07, 0.06, 0.06, 0.08, 0.08, 0.07, 0.07, 0.07, 0.08]}